one) DFT (the ωB97M-V functional and the def2-TZVPD basis) results for a molecular structure, C29H33Cl3N2O2TeTi.

The multiplicity is 2. The expectation value of S² is 0.756. Its net charge is -1. The highest occupied orbital energy (spin up / spin down) is -4.89 / -5.07 eV.

Each line ends with the Mulliken spin population.
Element x y z (Å)
Ti 3.062 -2.476 0.118  0.03
C 4.032 -0.375 0.737  0.00
C 4.402 -0.652 -0.600  0.00
C 5.205 -1.812 -0.600  0.00
C 5.328 -2.258 0.735  0.00
C 4.600 -1.363 1.559  0.00
H 3.358 0.406 1.045  0.00
H 4.065 -0.108 -1.470  0.00
H 5.574 -2.337 -1.467  0.00
H 5.866 -3.134 1.058  0.00
H 4.441 -1.470 2.620  0.00
Cl -0.409 -5.996 -1.137  0.04
C -0.429 -4.283 -1.294  0.42
Cl -1.689 -3.435 -0.513  0.04
Cl -0.993 -3.999 -3.759  0.34
C 0.795 -3.656 -1.418  -0.02
N 1.842 -3.155 -1.505  0.15
C 0.195 -1.905 2.623  0.00
C 1.281 -2.061 1.590  0.00
O 2.150 -3.079 1.756  0.00
N 1.463 -1.312 0.576  0.00
Te 0.324 1.402 0.644  0.00
C -0.811 3.226 0.763  0.00
C -1.205 3.714 2.014  0.00
C -0.830 3.049 3.315  0.00
C -2.008 4.852 2.088  0.00
C -2.427 5.526 0.954  0.00
C -3.296 6.752 1.046  0.00
C -2.003 5.048 -0.279  0.00
C -1.199 3.920 -0.397  0.00
C -0.769 3.491 -1.772  0.00
C -1.059 0.434 -0.633  0.00
C -2.397 0.311 -0.250  0.00
C -2.930 0.803 1.070  0.00
C -3.294 -0.293 -1.134  0.00
C -2.892 -0.792 -2.360  -0.01
C -3.846 -1.506 -3.276  0.01
C -1.552 -0.668 -2.712  -0.01
C -0.629 -0.055 -1.878  0.01
C 0.794 0.067 -2.347  0.00
H 0.162 -2.774 3.279  0.00
H -0.763 -1.780 2.118  0.00
H 0.378 -1.007 3.215  0.00
H 0.141 2.564 3.274  0.00
H -1.562 2.280 3.579  0.00
H -0.814 3.784 4.121  0.00
H -2.311 5.217 3.065  0.00
H -3.607 6.936 2.074  0.00
H -4.193 6.644 0.434  0.00
H -2.764 7.638 0.692  0.00
H -2.303 5.572 -1.182  0.00
H -0.985 4.273 -2.500  0.00
H -1.281 2.579 -2.086  0.00
H 0.301 3.278 -1.790  0.00
H -2.201 0.655 1.868  0.00
H -3.846 0.270 1.327  0.00
H -3.157 1.872 1.033  0.00
H -4.332 -0.397 -0.832  0.00
H -4.842 -1.569 -2.836  0.00
H -3.473 -2.513 -3.474  0.00
H -3.926 -0.991 -4.236  0.00
H -1.215 -1.100 -3.647  0.00
H 0.921 -0.449 -3.298  0.00
H 1.471 -0.368 -1.616  0.00
H 1.071 1.117 -2.473  0.00
C 3.331 -5.628 1.100  0.00
C 3.701 -4.536 0.132  0.00
O 4.350 -4.758 -0.873  0.00
H 3.848 -6.560 0.862  0.00
H 2.249 -5.771 1.041  0.00
H 3.537 -5.303 2.120  0.00

***

two) DFT (the ωB97M-V functional and the def2-TZVPD basis) results for a molecular structure, C29H33Cl3N2O2TeTi.

The multiplicity is 2. The expectation value of S² is 0.756. Its net charge is -1. The highest occupied orbital energy (spin up / spin down) is -4.57 / -5.30 eV.

Each line ends with the Mulliken spin population.
Element x y z (Å)
Ti -1.538 -0.492 2.924  0.00
C -1.249 1.834 3.366  -0.01
C -1.305 1.662 1.965  0.00
C -2.591 1.194 1.628  0.00
C -3.329 1.059 2.825  0.00
C -2.502 1.465 3.898  0.00
H -0.395 2.173 3.932  0.00
H -0.501 1.841 1.265  0.00
H -2.917 0.943 0.633  0.00
H -4.334 0.679 2.912  0.00
H -2.766 1.462 4.944  0.00
Cl -1.235 1.295 7.879  0.03
C -0.553 -0.220 7.394  0.40
Cl -1.774 -1.845 8.788  0.39
Cl 1.101 -0.477 7.819  0.03
C -0.928 -0.645 6.123  -0.03
N -1.241 -0.986 5.062  0.17
C -2.068 -3.750 1.233  0.00
C -2.129 -2.329 1.711  0.00
O -2.718 -2.120 2.885  0.00
N -1.566 -1.318 1.138  0.00
Te 0.606 -1.349 -0.746  0.00
C 2.107 -0.982 -2.215  0.00
C 1.805 -0.853 -3.576  0.00
C 0.415 -1.035 -4.125  0.00
C 2.826 -0.535 -4.473  0.00
C 4.138 -0.363 -4.065  0.00
C 5.227 -0.022 -5.047  0.00
C 4.426 -0.529 -2.715  0.00
C 3.438 -0.832 -1.787  0.00
C 3.830 -0.972 -0.339  0.00
C -0.662 0.213 -1.427  0.00
C -0.192 1.534 -1.425  0.00
C 1.205 1.898 -0.994  0.00
C -1.040 2.562 -1.830  0.00
C -2.342 2.319 -2.239  0.00
C -3.260 3.445 -2.632  0.00
C -2.782 1.004 -2.252  0.00
C -1.971 -0.057 -1.854  0.00
C -2.576 -1.433 -1.906  0.00
H -2.916 -4.322 1.608  0.00
H -1.147 -4.183 1.629  0.00
H -2.024 -3.785 0.146  0.00
H -0.129 -1.805 -3.575  0.00
H 0.458 -1.319 -5.177  0.00
H -0.168 -0.114 -4.045  0.00
H 2.581 -0.430 -5.526  0.00
H 4.830 0.075 -6.057  0.00
H 6.000 -0.793 -5.061  0.00
H 5.712 0.921 -4.784  0.00
H 5.450 -0.416 -2.372  0.00
H 4.915 -0.939 -0.234  0.00
H 3.477 -1.909 0.096  0.00
H 3.399 -0.170 0.265  0.00
H 1.474 1.386 -0.066  0.00
H 1.289 2.974 -0.841  0.00
H 1.944 1.601 -1.741  0.00
H -0.669 3.582 -1.814  0.00
H -2.700 4.357 -2.839  0.00
H -3.970 3.664 -1.831  0.00
H -3.839 3.191 -3.522  0.00
H -3.794 0.786 -2.581  0.00
H -3.226 -1.527 -2.778  0.00
H -3.171 -1.609 -1.008  0.00
H -1.819 -2.213 -1.942  0.00
C 1.815 -0.035 3.300  0.00
C 0.600 -0.882 3.020  0.00
O 0.679 -2.088 2.905  0.00
H 1.724 0.359 4.317  0.00
H 1.834 0.820 2.619  0.00
H 2.735 -0.616 3.212  0.00

***

Stability summary - winner: two); margin: 3.3 kcal/mol.

***

one) DFT (the ωB97M-V functional and the def2-TZVPD basis) results for 2 unconnected molecules or ions with the total composition C3H10OS.

Its net charge is 0. Its SMILES is CCCS.O. The highest occupied orbital energy is -9.30 eV.

Each line ends with the natural charge from an NBO analysis.
Element x y z (Å)
C 1.296 0.880 2.258  -0.61
C 0.784 0.295 0.940  -0.40
C 0.259 1.373 -0.025  -0.50
S -0.642 0.628 -1.439  -0.05
H 1.765 0.096 2.834  0.22
H 1.931 1.741 2.109  0.21
H 0.457 1.305 2.808  0.20
H -0.029 -0.390 1.179  0.19
H 1.566 -0.247 0.392  0.20
H -0.455 2.004 0.472  0.22
H 1.117 1.869 -0.441  0.21
H -0.011 -0.545 -1.376  0.10
O -1.084 -3.162 -0.300  -0.93
H -1.138 -2.355 0.242  0.47
H -0.569 -2.885 -1.075  0.46

***

two) DFT (the ωB97M-V functional and the def2-TZVPD basis) results for 2 unconnected molecules or ions with the total composition C3H10OS.

Its net charge is 0. Its SMILES is CCSC.O. The highest occupied orbital energy is -8.27 eV.

Each line ends with the natural charge from an NBO analysis.
Element x y z (Å)
C -1.794 -0.745 -1.287  -0.61
C -0.678 -0.618 -0.218  -0.51
S -0.960 0.998 0.698  0.12
C 0.802 1.654 0.480  -0.73
H -1.524 -1.636 -1.944  0.20
H -2.768 -0.802 -0.989  0.21
H -1.529 0.132 -1.992  0.21
H -0.767 -1.450 0.534  0.21
H 0.402 -0.642 -0.738  0.24
H 1.143 1.733 -0.584  0.22
H 1.295 0.928 1.202  0.23
H 0.909 2.679 0.882  0.22
O 2.790 -1.793 -0.043  -0.94
H 3.441 -1.598 -0.750  0.47
H 2.457 -2.712 -0.291  0.47

***

three) DFT (the ωB97M-V functional and the def2-TZVPD basis) results for 2 unconnected molecules or ions with the total composition C3H10OS.

Its net charge is 0. Its SMILES is CCSC.O. The highest occupied orbital energy is -8.20 eV.

Each line ends with the natural charge from an NBO analysis.
Element x y z (Å)
C -0.638 0.167 -1.152  -0.63
C -0.293 -1.118 -0.369  -0.50
S 1.346 -0.889 0.468  0.15
C 2.333 -0.308 -0.924  -0.75
H -0.443 1.056 -0.565  0.22
H -0.125 0.190 -2.107  0.20
H -1.720 0.206 -1.251  0.21
H -1.132 -1.379 0.260  0.23
H -0.064 -1.956 -1.025  0.20
H 3.299 -0.817 -0.879  0.22
H 2.637 0.725 -0.837  0.22
H 1.842 -0.545 -1.840  0.22
O -3.267 2.370 1.530  -0.94
H -4.195 2.571 1.398  0.47
H -3.068 2.449 2.463  0.47

***

Stability summary - winner: one); margin: 7.2 kcal/mol.